Entry 1:
The following is a DFT calculation (the ωB97M-V functional and the def2-TZVPD basis) of a cluster of 2 separate species, C4H12O2 in total.

```
! wB97M-V def2-TZVPD RIJCOSX def2/J DEFGRID3
* xyz 0 1
C -1.2337 -1.4028 1.4856
O -2.0672 -2.4242 0.9174
H 1.9789 1.4011 -0.2851
C 0.8862 1.3847 -0.2062
O 1.7582 0.5986 -3.6307
H 1.0961 0.1820 1.5859
H 0.4892 1.0834 -1.1757
H -0.4027 -1.8183 2.0712
H -0.0459 -1.3034 -0.1957
H 1.7901 1.5554 -3.7705
H 1.9283 0.4519 -2.6967
H -1.8312 -0.7552 2.1366
H -1.3465 -0.2019 -0.2965
H -0.3068 1.1954 1.5248
H -2.9418 -2.3068 1.3018
C 0.2898 0.5159 0.9331
C -0.6081 -0.5796 0.4008
H 0.5671 2.4242 -0.1001
*
```

For the LUMO energy, the calculation gives 0.934 eV. The SMILES is CCCCO.O.

***

Entry 2:
The following is a DFT calculation (the ωB97M-V functional and the def2-TZVPD basis) of a structure of composition C40H40N8.

```
! wB97M-V def2-TZVPD RIJCOSX def2/J DEFGRID3
* xyz 0 1
H -17.4073 -19.8381 -7.4879
N -17.6729 -19.9858 -9.5579
C -15.2833 -21.9615 -5.3035
H -16.0901 -25.0633 -8.6528
H -15.0619 -19.8911 -6.9060
H -21.1585 -18.4010 -9.0712
H -19.4554 -17.9948 -5.6325
C -15.8338 -21.0961 -3.2559
C -14.4501 -26.3969 -10.5016
C -15.5830 -24.7196 -5.3974
C -14.7159 -24.3924 -9.2724
C -16.7417 -25.3213 -4.9851
H -17.2611 -21.1710 -11.0552
C -13.7200 -26.3429 -8.3350
H -18.3365 -20.3371 -11.4990
H -11.5379 -21.5503 -6.5996
H -18.5614 -26.3015 -5.4443
H -13.3686 -26.8305 -7.4377
C -15.9489 -19.3230 -6.6675
H -14.5607 -21.7239 -1.6080
C -18.5092 -18.3818 -5.9809
C -14.8253 -25.1119 -10.4356
C -11.7047 -19.4286 -6.7837
C -19.8800 -19.3009 -10.4260
C -16.9434 -20.1283 -6.0880
H -16.5301 -20.5147 -2.6698
H -11.8535 -19.4433 -5.7141
C -11.4642 -20.7260 -7.2935
C -13.7739 -22.3660 -3.4761
C -18.6285 -19.8680 -10.5711
C -13.7565 -21.1565 -8.7653
H -13.8137 -24.2740 -12.8052
C -14.7500 -22.8325 -7.4278
N -14.9507 -20.4850 -8.8900
H -12.8518 -22.7844 -3.1006
H -20.6045 -19.3025 -11.2269
C -11.1679 -20.8659 -8.6240
H -15.7025 -22.0673 -6.2932
H -19.5737 -18.6924 -7.0981
N -18.1734 -19.6978 -5.8069
N -15.7179 -23.3915 -13.0164
N -15.3321 -24.5811 -6.7113
H -15.6711 -17.3696 -7.4669
H -10.8851 -21.8166 -9.0514
H -12.8562 -20.6853 -9.1311
C -14.5423 -23.6402 -12.3216
H -11.0171 -19.8674 -10.5127
H -16.8381 -20.2794 -8.1268
C -16.6763 -22.6206 -12.4950
C -17.5809 -17.4496 -6.5040
C -17.3082 -25.9317 -7.1486
H -14.5866 -26.9791 -11.4009
C -15.2955 -22.0657 -10.6659
C -14.1232 -22.5175 -4.8186
C -14.3638 -22.9722 -11.1279
H -13.6220 -23.0690 -5.6003
H -12.6780 -22.9121 -8.1433
C -16.2202 -25.1354 -7.5831
H -15.0467 -21.6220 -9.7132
N -13.9260 -27.1063 -9.4587
H -14.9012 -24.2777 -4.6858
C -17.5971 -25.9668 -5.7971
N -16.1441 -21.2397 -4.5442
H -11.6555 -17.2908 -7.3483
H -15.3334 -24.5806 -11.2268
N -11.3545 -18.4808 -8.9755
C -15.9646 -20.9143 -8.1477
C -13.5993 -22.3527 -8.0741
C -15.9292 -22.0304 -7.4107
H -16.7182 -22.3278 -6.7358
C -18.0859 -19.6953 -8.3159
H -18.0446 -26.4075 -7.7793
H -14.7118 -23.8202 -6.9926
H -16.9938 -25.3180 -3.9350
H -17.7089 -16.3848 -6.6313
C -13.9921 -24.9799 -8.2660
H -17.5060 -22.4811 -13.1721
H -13.9005 -24.4595 -7.3242
C -11.6184 -18.3216 -7.6684
C -11.0914 -19.7521 -9.4414
C -14.6907 -21.6996 -2.6799
H -13.3897 -22.9234 -10.6641
H -15.1606 -23.4162 -9.1477
H -16.7690 -21.1796 -5.9129
C -16.3577 -17.9896 -6.9096
C -16.5088 -21.8611 -11.4075
C -20.1737 -18.8292 -9.1863
C -19.3209 -19.0480 -8.0860
*
```

For the LUMO energy, the calculation gives -0.175 eV.

***

Entry 3:
The following is a DFT calculation (the ωB97M-V functional and the def2-TZVPD basis) of a cluster of 2 separate species, C28H22F3NO4 in total.

```
! wB97M-V def2-TZVPD RIJCOSX def2/J DEFGRID3
* xyz 0 1
H -1.5482 0.0901 -0.6370
C 3.4251 3.5045 -0.0382
C 2.5513 4.1536 -2.2003
C 1.2197 2.6991 -0.7324
H 0.5798 3.4162 -2.6784
H -2.7010 1.7568 -0.3145
C -0.0012 1.9907 -0.4932
H -1.4481 -3.4680 -2.9825
H 4.1971 3.5719 0.7293
C 1.5800 -2.9029 1.0402
C -3.1524 -3.2747 -1.6475
F -3.6290 2.7530 4.8481
F -2.3817 0.9842 5.2504
H 1.5386 -3.9806 1.2489
C 2.1405 -0.7517 -1.2912
C -0.7873 2.1063 0.6970
H 2.6600 4.7053 -3.1389
H 4.2850 -2.6837 1.5444
C 3.5778 4.2044 -1.2431
C -1.4387 -1.5954 -1.9248
C -0.2896 2.4989 1.9753
N -5.9871 -3.2178 0.4948
C -2.0511 -0.8232 -0.9489
H -3.5751 -4.2492 -1.9004
C 2.7112 -2.6579 0.0548
H -0.0989 0.0192 -2.4387
C -3.2421 -1.2252 -0.3548
C 0.9866 -1.5374 -1.6530
C -0.1172 -1.0723 -2.4910
H 4.4838 4.7814 -1.4344
O 0.8924 -3.6786 -2.7196
C -3.1407 1.5977 4.2892
O 2.5182 0.2614 -1.8524
H -0.5269 1.6573 -1.3882
C -5.0014 -2.8912 -0.0464
H 4.8406 -3.0217 -0.1145
H 0.7014 2.9396 2.0435
O 2.8926 -1.2633 -0.2502
H -3.9912 1.3623 1.7412
F -4.2211 0.7913 4.0563
C -3.7894 -2.4685 -0.6917
H -3.7393 -0.5781 0.3728
C 4.0387 -3.1903 0.6091
C 2.2927 2.7309 0.1988
H 0.0178 -1.4486 -3.5179
C 1.3887 -2.9303 -1.8976
O 2.4829 -3.3771 -1.1756
H 3.9455 -4.2636 0.7937
C -2.3510 1.8562 3.0383
C -1.0376 2.3199 3.1283
C -2.1955 1.8399 0.6515
C -2.9469 1.6576 1.7956
H -0.6071 2.5425 4.1016
H 0.6127 -2.5706 0.6411
H 1.7895 -2.3700 1.9752
H 2.2298 2.1096 1.0930
C -1.9777 -2.8377 -2.2660
C 1.3946 3.4281 -1.9489
*
```

For the LUMO energy, the calculation gives -3.729 eV.

***

Entry 4:
The following is a DFT calculation (the ωB97M-V functional and the def2-TZVPD basis) of a cluster of 12 separate species, H24O12 in total.

```
! wB97M-V def2-TZVPD RIJCOSX def2/J DEFGRID3
* xyz 0 1
H 0.0944 -2.8698 0.4774
O -0.1082 -2.1768 -0.1306
H -3.4388 0.2816 1.5311
H -3.4053 -3.5765 1.0415
H 1.6163 -1.6589 0.6543
O 2.7089 -3.1874 -0.9076
H 1.9480 2.0644 -1.7683
H 2.1253 -2.5155 -1.2740
O -2.9807 -4.2782 0.5615
H 3.0333 0.4758 0.1221
H -0.5437 4.4796 2.1230
H 0.3365 3.3029 2.4096
H 1.8534 1.5024 3.2889
H -1.0736 0.9588 0.1794
H -2.1682 -4.0294 0.0799
H 1.9786 0.8000 -2.6128
H -0.3973 2.3221 -3.0276
H -0.9394 3.6625 -3.5101
O 1.4007 1.4892 -2.2690
H -0.9495 -0.5146 0.4190
O -1.4114 0.1087 -0.1788
O 0.9750 1.4246 2.9471
O 3.6361 1.0556 -0.4677
H -3.0896 -1.4600 -2.2286
H 3.6396 1.9587 0.0542
H 3.5392 -2.7829 -0.7029
O 1.6418 -0.8900 1.2398
H -0.8844 -2.5403 -0.5725
O -1.1414 2.7497 -3.5053
H 2.1867 -1.3378 1.8844
O -2.5433 -1.7981 -1.5082
H -3.2908 1.7337 0.8940
H -2.1195 -0.9498 -1.1582
H 1.0388 0.8419 2.2386
O 0.3971 4.1676 2.0442
O -3.6648 1.1863 1.6319
*
```

For the LUMO energy, the calculation gives -0.406 eV. The SMILES is O.O.O.O.O.O.O.O.O.O.O.O.